# 1
Computed, not measured: a molecular structure, C22H49N2P3PbS2, with wB97M-V/def2-TZVPD.

Geometry as XYZ:
```
79
Properties=species:S:1:pos:R:3:forces:R:3
Pb -1.302 -0.251 -3.416 -0.4 0.8 1.0
P 1.903 0.054 2.783 0.4 0.5 0.8
P 1.721 -1.034 -2.016 0.6 -0.4 -0.5
P -2.757 -0.735 1.069 -1.1 0.0 0.5
H -3.477 -4.597 -6.190 -0.1 0.5 0.5
C -4.191 -3.912 -5.702 -1.0 -1.0 -0.3
C -4.226 -2.606 -5.936 -0.8 -0.2 -0.7
H -3.503 -2.154 -6.628 -0.3 0.0 0.3
C 1.311 -1.479 2.104 -0.1 -0.3 -0.2
C 3.699 0.121 2.838 0.5 -0.3 0.2
C 1.146 0.423 4.370 -0.1 -0.1 0.2
C 1.913 -1.041 -3.843 -0.5 0.2 -0.4
C 3.059 0.164 -1.644 -0.1 0.6 0.4
C 2.607 -2.613 -1.647 -0.6 -0.4 0.3
C -4.466 -0.641 0.546 0.0 -0.1 -0.2
C -2.365 0.843 1.882 0.5 0.5 -0.4
C -2.573 -2.014 2.322 0.3 -0.6 -0.1
H -5.040 -4.423 -5.174 1.0 0.6 -0.4
H -5.115 -2.028 -5.638 0.7 -0.1 0.0
H 1.637 -2.289 2.766 0.0 0.1 0.0
H 1.738 -1.647 1.111 0.0 0.0 0.1
H 0.219 -1.508 2.036 0.2 0.1 0.1
H 4.030 0.079 3.892 0.0 0.0 -0.4
H 4.112 1.029 2.349 -0.3 -0.6 0.3
H 4.091 -0.773 2.317 0.0 0.4 0.2
H 1.641 -0.196 5.134 -0.1 0.1 -0.1
H 0.071 0.172 4.349 0.4 0.2 0.0
H 1.286 1.488 4.625 -0.1 -0.5 0.0
H 2.866 -1.515 -4.112 -0.2 0.3 -0.1
H 1.874 0.000 -4.215 0.2 -0.5 0.0
H 1.094 -1.600 -4.332 0.6 0.2 0.2
H 4.005 -0.336 -1.402 -0.2 0.1 -0.3
H 2.771 0.779 -0.782 0.2 0.0 -0.2
H 3.182 0.839 -2.503 0.2 -0.2 0.3
H 3.254 -2.896 -2.491 -0.1 0.2 0.4
H 1.854 -3.405 -1.515 0.4 0.1 0.0
H 3.202 -2.537 -0.723 -0.2 -0.1 -0.4
H -5.131 -0.925 1.365 0.0 0.0 -0.1
H -4.601 -1.286 -0.331 -0.1 0.0 0.4
H -4.674 0.386 0.242 -0.1 0.0 0.0
H -2.811 0.904 2.900 0.0 -0.3 -0.7
H -2.780 1.655 1.256 0.2 -0.3 0.4
H -1.275 0.993 1.978 -0.5 -0.1 -0.1
H -3.503 -2.160 2.889 0.1 0.1 -0.3
H -1.793 -1.788 3.056 0.0 0.0 -0.2
H -2.322 -2.948 1.807 -0.1 0.0 0.3
C -2.732 -2.556 -3.360 0.6 -0.8 -0.7
C -2.855 -3.832 -2.794 1.1 0.0 -0.2
C -1.881 -4.801 -3.012 -1.2 -0.1 -0.1
C -0.790 -4.537 -3.839 0.6 0.4 -0.4
C -0.724 -3.337 -4.533 0.0 -0.4 -0.2
C -1.733 -2.334 -4.401 0.0 -1.1 1.1
S -3.680 -1.275 -2.706 0.6 1.3 -0.6
H -2.044 -1.079 -0.134 0.0 0.5 0.9
H -3.745 -4.026 -2.228 -0.1 -0.1 0.5
H -2.040 -5.806 -2.610 0.2 0.4 0.0
H -0.041 -5.320 -3.996 -0.2 0.4 0.0
H 0.091 -3.190 -5.235 -0.3 -0.1 -0.2
H -1.901 -1.610 -5.215 -0.2 -0.7 0.0
C 0.749 4.675 4.677 -0.1 0.0 0.3
C 2.156 4.527 4.140 0.5 0.3 0.0
N 2.284 3.363 3.205 -0.6 -0.7 -0.6
C 1.428 3.089 2.233 -0.1 1.9 0.4
S 1.347 1.514 1.421 -0.6 0.5 -0.8
N 0.617 4.060 1.739 1.2 -1.7 -0.8
C 1.111 5.458 1.417 -0.4 0.4 0.7
C 2.511 5.533 0.839 0.0 -0.4 0.1
H 0.034 4.776 3.856 -0.1 0.0 0.5
H 0.704 5.574 5.310 0.0 -0.2 -0.3
H 0.484 3.829 5.329 0.0 0.2 -0.3
H 2.496 5.449 3.633 0.0 -0.6 0.2
H 2.860 4.303 4.941 0.0 0.1 0.0
H 2.974 2.639 3.389 0.0 0.6 0.2
H -0.034 3.699 1.043 0.0 0.2 0.3
H 0.362 5.844 0.721 0.1 -0.1 0.1
H 1.019 6.050 2.339 0.0 -0.1 -0.4
H 2.562 4.941 -0.085 0.2 0.2 0.2
H 2.748 6.573 0.614 -0.2 0.0 -0.1
H 3.280 5.213 1.555 -0.2 -0.1 -0.3
```
Forces are in eV/Å.

Summary:
**Multiplicity**: 1
**ΔE to the lowest compared entry with this formula, charge and spin**: 0.0 kJ/mol
**Total charge**: +4
**Kohn-Sham gap**: 6.3 eV

Mulliken atomic charge list, values in e, 4 entries: Pb 0.720; P 1.270; P 0.802; P 1.105

# 2
Computed, not measured: a molecular structure, C22H49N3O3PSSbSi3Tc, with wB97M-V/def2-TZVPD.

Geometry as XYZ:
```
84
Properties=species:S:1:pos:R:3:forces:R:3
Tc -0.277 0.497 0.165 0.3 0.3 0.3
O 1.810 -0.092 -0.388 0.3 0.3 -0.2
C 1.394 -0.841 0.524 0.0 -0.5 0.1
O 0.256 -1.468 0.331 -0.2 0.2 -0.1
C 1.963 -0.848 1.893 -0.1 0.0 0.1
C 3.093 -1.537 2.279 0.0 0.0 0.1
C 3.495 -1.475 3.610 0.0 0.0 0.0
C 2.783 -0.730 4.546 0.0 0.0 0.0
C 1.657 -0.025 4.165 0.0 0.0 0.0
C 1.241 -0.076 2.831 0.3 -0.2 0.0
S -0.161 0.807 2.323 -0.2 0.0 -0.1
H 3.659 -2.123 1.568 0.0 0.0 0.0
H 4.378 -2.016 3.922 0.0 0.0 0.0
H 3.119 -0.701 5.573 0.0 0.0 0.0
H 1.105 0.568 4.883 0.0 0.0 0.0
C 2.609 3.069 0.425 0.0 0.0 -0.1
N 1.891 3.784 -0.629 0.0 0.1 0.0
C 2.601 4.962 -1.135 0.0 0.0 0.0
P 0.622 3.158 -1.424 -0.1 -0.3 0.3
O -0.277 2.397 -0.401 0.0 0.1 -0.3
N 1.085 2.080 -2.551 0.0 0.1 -0.1
C 2.430 2.015 -3.116 0.0 0.0 0.0
C 0.106 1.223 -3.205 -0.1 0.0 0.1
N -0.266 4.341 -2.091 0.0 0.0 0.0
C -0.862 5.365 -1.235 0.0 0.0 0.0
C -0.183 4.713 -3.502 0.0 0.0 -0.1
H 3.008 3.802 1.125 0.0 0.0 0.0
H 3.432 2.474 0.021 0.0 0.0 0.0
H 1.932 2.415 0.969 0.0 0.0 0.0
H 2.723 5.689 -0.331 0.0 0.0 0.0
H 2.048 5.431 -1.946 0.0 0.0 0.0
H 3.589 4.685 -1.510 0.0 0.0 0.0
H 3.116 2.631 -2.539 0.0 0.0 0.0
H 2.435 2.356 -4.153 0.0 0.0 0.0
H 2.784 0.984 -3.077 0.0 0.0 0.0
H -0.874 1.333 -2.735 0.0 0.0 0.0
H 0.426 0.178 -3.137 0.0 0.0 0.0
H -0.009 1.475 -4.263 0.0 0.0 0.0
H -0.967 4.998 -0.216 0.0 0.0 0.0
H -1.854 5.617 -1.613 0.0 0.0 0.0
H -0.252 6.271 -1.224 0.0 0.0 0.0
H 0.300 3.930 -4.081 0.0 0.0 0.0
H 0.382 5.640 -3.627 0.0 0.0 0.0
H -1.188 4.867 -3.896 0.0 0.0 0.0
C -5.529 -1.586 1.998 0.0 0.0 -0.1
Si -3.733 -1.175 2.274 -0.1 -0.2 0.4
C -2.647 -2.687 2.391 0.0 0.0 -0.2
C -3.553 -0.068 3.768 0.0 0.1 -0.1
Sb -2.912 0.146 0.220 -0.2 -0.2 0.0
Si -4.006 2.465 0.219 -0.2 0.3 0.1
C -3.740 3.246 -1.454 0.1 -0.1 0.0
C -3.158 3.416 1.582 0.0 0.0 0.0
C -5.814 2.178 0.576 0.0 -0.1 0.0
Si -3.461 -1.269 -1.887 -0.1 -0.2 -0.1
C -5.274 -1.698 -1.781 0.0 0.1 0.1
C -3.089 -0.283 -3.433 0.0 0.0 0.0
C -2.360 -2.766 -1.753 0.0 0.0 0.0
H -5.914 -2.062 2.903 0.0 0.0 0.0
H -5.680 -2.283 1.173 0.0 0.0 0.0
H -6.138 -0.698 1.814 0.0 0.0 0.0
H -2.765 -3.164 3.366 0.0 0.0 0.0
H -1.588 -2.452 2.257 0.0 0.0 0.0
H -2.920 -3.423 1.633 0.0 0.0 0.0
H -3.928 -0.602 4.644 0.0 0.0 0.0
H -4.147 0.843 3.668 0.0 0.0 0.0
H -2.522 0.220 3.981 0.0 0.0 0.0
H -2.679 3.326 -1.702 0.0 0.0 0.0
H -4.166 4.252 -1.456 0.0 0.0 0.0
H -4.243 2.683 -2.242 0.0 0.0 0.0
H -2.072 3.372 1.487 0.0 0.0 0.0
H -3.439 3.042 2.569 0.0 0.0 0.0
H -3.455 4.468 1.539 0.0 0.0 0.0
H -6.251 1.432 -0.091 0.0 0.0 0.0
H -6.371 3.106 0.432 0.0 0.0 0.0
H -5.976 1.855 1.606 0.0 0.0 0.0
H -5.892 -0.886 -1.394 0.0 0.0 0.0
H -5.440 -2.576 -1.156 0.0 0.0 0.0
H -5.641 -1.933 -2.782 0.0 0.0 0.0
H -3.308 0.782 -3.342 0.0 0.0 0.0
H -3.710 -0.671 -4.244 0.0 0.0 0.0
H -2.049 -0.400 -3.741 0.0 0.0 0.0
H -2.663 -3.422 -0.935 0.0 0.0 0.0
H -1.312 -2.505 -1.594 0.0 0.0 0.0
H -2.420 -3.344 -2.679 0.0 0.0 0.0
```
Forces are in eV/Å.

Summary:
**Multiplicity**: 2
**Total charge**: +2
**Kohn-Sham gap (spin up / spin down)**: 6.0 / 7.3 eV

Mulliken atomic charge list, values in e, 4 entries: Tc 0.875; O -0.500; C 0.506; O -0.473

# 3
Computed, not measured: 4 unconnected molecules or ions with the total composition C22H49N4O4S3, with wB97M-V/def2-TZVPD.

Geometry as XYZ:
```
82
Properties=species:S:1:pos:R:3:forces:R:3
C -2.404 -5.077 -4.521 -0.3 -0.1 0.1
C -2.812 -3.628 -4.268 0.1 0.1 0.0
C -1.741 -2.773 -3.596 0.2 -0.1 -0.4
C -1.339 -3.249 -2.192 0.1 0.1 0.1
C 0.172 -3.241 -1.966 -0.3 -0.2 0.4
C -2.041 -2.503 -1.103 -0.1 0.2 0.1
C -1.812 -1.300 -0.502 -0.4 -1.0 -0.3
N -2.802 -1.126 0.463 -0.1 -0.3 -0.2
C -2.900 0.040 1.352 0.6 0.0 0.0
C -2.978 1.360 0.591 -0.2 0.2 0.4
C -2.175 2.454 1.297 0.2 -0.2 -0.1
C -0.752 2.529 0.747 -0.1 0.9 -0.1
N 0.232 2.937 1.763 0.3 -0.2 0.5
C 1.422 2.174 1.687 0.1 0.1 -0.5
C 2.513 2.687 0.801 -0.2 0.5 -0.1
O 1.560 1.160 2.321 0.0 -0.5 0.7
C -3.610 -2.182 0.458 0.0 -0.4 -0.2
C -4.810 -2.462 1.285 -0.2 -0.3 0.0
C -4.998 -3.961 1.597 0.3 0.0 0.2
N -5.599 -4.115 2.921 0.1 -0.2 -0.4
N -3.167 -3.032 -0.490 0.6 1.0 0.1
H -3.292 -5.702 -4.561 -0.1 -0.1 -0.1
H -1.896 -5.198 -5.471 0.2 0.1 -0.1
H -1.765 -5.497 -3.746 0.1 0.0 0.1
H -3.040 -3.180 -5.231 -0.1 0.2 -0.1
H -3.740 -3.580 -3.697 -0.1 0.0 0.2
H -0.850 -2.807 -4.222 0.1 0.0 -0.1
H -2.059 -1.734 -3.593 0.0 0.2 0.2
H -1.654 -4.287 -2.094 -0.1 -0.2 0.0
H 0.651 -3.851 -2.724 0.2 0.1 -0.2
H 0.396 -3.693 -1.003 0.1 0.0 0.1
H 0.580 -2.236 -1.957 0.1 0.1 -0.2
H -1.027 -0.607 -0.728 0.0 0.3 0.3
H -3.736 -0.104 2.022 -0.2 0.0 0.0
H -2.008 0.026 1.976 0.2 0.0 0.0
H -4.013 1.683 0.537 -0.2 -0.1 -0.3
H -2.597 1.220 -0.415 -0.1 0.0 -0.3
H -2.678 3.402 1.154 0.0 0.2 0.1
H -2.139 2.286 2.370 -0.2 0.0 0.1
H -0.471 1.591 0.261 0.1 -0.3 0.2
H -0.755 3.294 -0.029 0.1 -0.1 -0.3
H -0.112 2.774 2.704 -0.5 0.0 -0.2
H 2.226 3.612 0.317 -0.1 0.0 -0.2
H 3.354 2.921 1.448 0.2 -0.1 0.1
H 2.839 1.949 0.078 0.0 -0.2 -0.1
H -5.688 -2.143 0.729 -0.1 0.3 0.0
H -4.815 -1.916 2.221 0.2 0.2 0.1
H -4.043 -4.493 1.527 0.2 0.1 -0.1
H -5.645 -4.390 0.838 -0.2 -0.2 0.0
H -4.869 -3.965 3.609 -0.1 0.1 0.2
H -5.869 -5.086 3.031 -0.2 0.0 0.1
H -3.563 -3.919 -0.748 -0.2 -0.1 0.2
C -1.385 3.314 6.997 -0.1 0.0 0.1
S -0.764 2.905 5.366 0.2 0.0 0.2
O -1.845 3.228 4.392 -0.1 -0.1 -0.1
C -0.783 1.122 5.582 0.0 -0.1 0.0
H -1.491 4.395 7.052 0.0 0.0 0.0
H -2.355 2.840 7.147 0.0 0.0 0.0
H -0.672 2.977 7.749 0.0 0.0 0.0
H -1.793 0.797 5.834 0.0 0.1 0.0
H -0.084 0.846 6.371 0.0 0.0 0.0
H -0.465 0.671 4.643 0.1 0.1 0.0
C 7.103 1.158 -0.514 0.1 0.0 -0.1
S 6.185 2.568 0.118 0.1 -0.1 0.1
O 5.941 3.487 -1.025 0.0 0.0 -0.1
C 7.541 3.251 1.075 0.1 0.1 0.0
H 6.449 0.602 -1.182 0.0 0.0 0.0
H 7.977 1.509 -1.062 0.0 0.0 0.0
H 7.402 0.521 0.318 0.0 0.0 0.0
H 8.384 3.458 0.417 0.0 0.0 0.0
H 7.826 2.542 1.853 0.0 0.0 0.0
H 7.195 4.176 1.532 0.0 0.0 0.0
C 4.256 2.784 -5.729 0.0 0.1 0.0
S 4.716 1.230 -4.956 0.1 0.0 0.0
O 3.730 0.210 -5.400 -0.1 0.0 0.0
C 4.254 1.710 -3.291 0.0 0.1 0.1
H 4.426 2.686 -6.799 0.0 0.0 0.0
H 3.203 2.989 -5.539 0.0 0.0 0.0
H 4.880 3.584 -5.330 0.0 0.0 0.0
H 3.197 1.981 -3.272 0.0 0.0 -0.1
H 4.868 2.547 -2.957 0.0 0.0 0.0
H 4.422 0.855 -2.639 0.0 0.0 -0.1
```
Forces are in eV/Å.

Summary:
**Multiplicity**: 1
**Total charge**: +1
**Kohn-Sham gap**: 8.0 eV

Mulliken atomic charge list, values in e, 4 entries: C -1.129; C -0.477; C -0.883; C 0.601

total charge of number 3 (C22H49N4O4S3)? +1

Which value of multiplicity does entry 3 give? 1

Look up the multiplicity of the third one. 1